C38H56Cl2F2N2NiO6 as an isolated structure in a non-equilibrium geometry. Source: OMol25; level of theory: the ωB97M-V functional and the def2-TZVPD basis.

Summary:
multiplicity	3
frontier orbital gap (alpha / beta)	7.78 / 7.72	eV
energy	-127103.0951	eV
expectation value of S²	2.00
HOMO energy (alpha / beta)	-7.50 / -7.50	eV
net charge	0

The geometry in XYZ format:
```
107
Properties=species:S:1:pos:R:3:mulliken_charge:R:1
Ni -12.181 -11.384 15.480 2.237
Cl -11.619 -13.071 13.818 -0.765
Cl -12.599 -9.783 17.280 -0.845
N -10.715 -12.774 10.482 0.333
C -11.048 -11.592 9.871 -0.331
C -10.517 -11.548 8.542 -0.703
C -9.879 -12.772 8.389 -0.447
C -10.021 -13.490 9.556 -0.566
H -10.943 -13.075 11.419 0.109
H -11.673 -10.961 10.486 0.408
H -10.517 -10.725 7.843 0.394
H -9.345 -13.060 7.495 0.377
H -9.514 -14.372 9.920 0.375
N -11.669 -10.057 20.608 0.424
C -10.733 -9.458 21.424 -0.513
C -11.169 -9.560 22.771 -0.585
C -12.454 -10.151 22.721 -0.610
C -12.769 -10.370 21.386 -0.558
H -11.611 -10.151 19.604 0.069
H -9.829 -9.039 21.008 0.421
H -10.718 -9.220 23.691 0.396
H -13.152 -10.342 23.524 0.419
H -13.583 -10.907 20.922 0.517
F -10.163 -16.900 18.688 -0.417
C -11.147 -16.927 17.726 -0.009
C -12.342 -17.618 18.037 -0.231
C -13.447 -17.621 17.136 -0.535
C -13.266 -16.930 15.933 -0.667
C -12.083 -16.241 15.633 -0.182
C -10.973 -16.328 16.472 -0.203
H -12.447 -18.079 19.007 0.515
H -14.362 -18.160 17.331 0.428
H -14.039 -16.892 15.180 0.483
H -12.099 -15.721 14.687 0.318
H -10.073 -15.824 16.152 0.546
F -18.383 -14.605 12.286 -0.328
C -17.072 -14.812 12.249 0.401
C -16.267 -13.913 12.975 -0.518
C -14.928 -14.106 12.909 0.502
C -14.357 -15.085 12.091 -0.836
C -15.184 -15.970 11.338 -0.388
C -16.554 -15.853 11.435 -0.708
H -16.669 -13.092 13.550 0.504
H -14.311 -13.404 13.450 -0.019
H -13.278 -15.102 12.040 0.410
H -14.761 -16.761 10.737 0.386
H -17.282 -16.499 10.967 0.454
C -15.165 -9.783 12.517 -1.316
C -14.612 -9.621 13.891 0.733
O -13.603 -10.286 14.242 -0.469
C -15.364 -8.620 14.872 -1.205
H -15.198 -8.775 12.103 0.370
H -16.192 -10.137 12.599 0.397
H -14.610 -10.509 11.923 0.249
H -15.492 -9.035 15.872 0.287
H -16.292 -8.326 14.384 0.434
H -14.718 -7.755 15.019 0.319
C -10.846 -7.847 13.991 -1.260
C -10.379 -9.222 13.975 0.926
O -10.801 -10.119 14.767 -0.154
C -9.464 -9.622 12.851 -1.249
H -11.271 -7.547 13.033 0.434
H -10.043 -7.163 14.267 0.381
H -11.573 -7.714 14.792 0.030
H -9.628 -9.002 11.969 0.466
H -9.548 -10.692 12.656 0.202
H -8.482 -9.304 13.199 0.336
C -14.988 -14.364 17.261 -1.382
C -14.938 -12.980 16.576 0.803
O -13.900 -12.476 16.185 0.146
C -16.303 -12.327 16.309 -1.360
H -15.862 -14.923 16.927 0.458
H -14.986 -14.163 18.332 0.424
H -14.097 -14.989 17.214 -0.037
H -17.019 -12.917 15.736 0.431
H -16.251 -11.392 15.751 0.045
H -16.782 -12.318 17.288 0.402
C -8.926 -13.543 17.738 -0.778
C -9.392 -12.430 16.833 0.540
O -10.554 -12.085 16.758 -0.012
C -8.323 -11.627 16.119 -1.004
H -8.157 -14.207 17.345 0.432
H -9.772 -14.180 17.996 -0.385
H -8.629 -13.186 18.724 0.391
H -8.518 -10.555 16.162 0.007
H -8.195 -11.977 15.095 0.231
H -7.381 -11.747 16.655 0.476
C -12.570 -15.271 21.246 -1.321
C -12.983 -14.120 20.384 0.868
O -13.964 -13.469 20.723 -0.580
C -12.205 -13.885 19.130 -0.003
H -13.054 -16.202 20.949 0.210
H -12.838 -15.175 22.298 0.406
H -11.491 -15.426 21.225 0.360
H -11.200 -13.504 19.307 0.688
H -12.700 -13.136 18.512 -0.482
H -11.959 -14.868 18.729 -0.371
C -10.868 -5.582 17.557 -0.947
C -9.666 -6.481 17.427 0.726
O -8.826 -6.394 16.459 -0.640
C -9.430 -7.565 18.473 -0.673
H -10.578 -4.538 17.444 0.343
H -11.390 -5.818 18.484 0.315
H -11.634 -5.861 16.834 0.187
H -10.306 -8.211 18.403 -0.025
H -9.392 -7.135 19.474 0.446
H -8.544 -8.137 18.197 0.292
```